No. 1
Computed, not measured: the molecule C5H10NO3P at a distorted geometry, with wB97M-V/def2-TZVPD.

Output
HOMO-LUMO gap (spin up / spin down) = 0.1849 / 0.2609 Eh
LUMO energy (spin up / spin down) = 0.769 / -2.861 eV
calculated total energy = -22263.5497 eV
relative energy (zero: lowest compared OMol25 entry of this formula, charge and spin) = 0.2300 eV

ORCA input file:
```
! RIJCOSX wB97M-V def2-TZVPD def2/J DEFGRID3
* xyz 0 3
C 1.816 0.332 -0.457
C 1.653 -1.239 -0.420
C 0.268 -1.666 -0.780
C -1.740 -0.073 1.057
C 0.397 2.356 -0.075
N 0.610 0.874 -0.355
O 2.841 0.915 -0.536
O -1.709 0.196 -1.562
O -0.954 2.579 0.221
P -0.830 -0.136 -0.423
H 2.345 -1.787 -1.031
H 1.949 -1.440 0.637
H 0.137 -1.871 -1.877
H 0.001 -2.625 -0.310
H -2.638 -0.641 0.788
H -1.291 -0.535 1.851
H -1.884 1.054 1.204
H 0.604 2.816 -1.131
H 1.091 2.443 0.751
H -1.314 2.294 -0.618
*
```

=====

No. 2
Computed, not measured: C5H12CuF4P as an isolated structure at a distorted geometry, with wB97M-V/def2-TZVPD.

Output
HOMO-LUMO gap (spin up / spin down) = 0.2207 / 0.1856 Eh
LUMO energy (spin up / spin down) = -6.265 / -6.943 eV
calculated total energy = -70164.3659 eV

ORCA input file:
```
! RIJCOSX wB97M-V def2-TZVPD def2/J DEFGRID3
* xyz 1 2
C -2.549 0.880 -0.138
P -0.678 0.801 -0.066
C 1.201 0.884 0.091
C 1.773 0.250 1.346
C 2.080 -1.226 1.230
F 2.857 -1.465 0.096
C -0.719 -0.973 -1.015
F 0.456 -1.449 -1.385
F -1.392 -1.912 -0.376
F -1.429 -0.796 -2.265
H -2.984 0.048 0.418
H -2.913 0.891 -1.166
H -2.861 1.809 0.338
H -0.756 0.102 1.261
H -0.693 2.123 0.727
H -0.588 1.541 -1.349
H 1.638 0.469 -0.820
H 1.419 1.954 0.071
H 1.053 0.350 2.175
H 2.669 0.786 1.661
H 2.659 -1.571 2.087
H 1.185 -1.845 1.141
Cu -1.426 -1.652 -4.062
*
```

=====

No. 3
Computed, not measured: C17H18AuN3O4SSe3Te as an isolated structure at a distorted geometry, with wB97M-V/def2-TZVPD.

Output
HOMO-LUMO gap (spin up / spin down) = 0.1571 / 0.1571 Eh
LUMO energy (spin up / spin down) = -3.157 / -3.162 eV
calculated total energy = -248440.9800 eV
relative energy (zero: lowest compared OMol25 entry of this formula, charge and spin) = 1.4046 eV

ORCA input file:
```
! RIJCOSX wB97M-V def2-TZVPD def2/J DEFGRID3
* xyz 0 1
Au 4.066 -1.134 -0.297
Se 6.581 -1.514 -0.609
Se 7.060 -1.019 1.559
Te 4.866 -1.818 2.589
Se 4.303 -0.021 4.035
C -5.169 1.392 -2.342
C -4.606 0.462 -1.303
C -3.471 0.816 -0.577
C -2.974 -0.010 0.417
C -3.615 -1.212 0.680
C -4.743 -1.588 -0.029
C -5.231 -0.750 -1.018
S -2.979 -2.284 1.950
O -2.359 -1.461 2.944
O -4.006 -3.220 2.295
N -1.777 -3.157 1.238
C -0.584 -2.459 0.767
C 0.638 -3.367 0.845
C 1.890 -2.650 0.398
O 3.014 -3.030 0.846
O 1.796 -1.688 -0.404
H -4.376 1.942 -2.848
H -5.829 2.121 -1.868
H -5.752 0.851 -3.086
H -2.972 1.755 -0.787
H -2.108 0.277 1.001
H -5.232 -2.523 0.211
H -6.115 -1.041 -1.573
H -2.135 -3.894 0.644
H -0.438 -1.608 1.431
H -0.701 -2.083 -0.252
H 0.512 -4.232 0.186
H 0.769 -3.742 1.858
N 4.602 3.191 0.128
C 5.011 1.902 0.122
N 4.094 1.098 -0.340
C 2.993 1.887 -0.643
C 1.741 1.536 -1.141
C 0.837 2.560 -1.341
C 1.160 3.895 -1.057
C 2.396 4.254 -0.558
C 3.307 3.224 -0.355
H 5.137 3.975 0.456
H 5.991 1.587 0.449
H 1.501 0.499 -1.337
H -0.150 2.333 -1.723
H 0.420 4.665 -1.230
H 2.637 5.285 -0.333
*
```

=====

No. 4
Computed, not measured: the molecule C3H4O3, with wB97M-V/def2-TZVPD.

Output
SMILES string = C=C(C=O)OO
HOMO-LUMO gap = 0.3602 Eh
LUMO energy = 0.263 eV
calculated total energy = -9314.2374 eV
relative energy (zero: lowest compared OMol25 entry of this formula, charge and spin) = 4.4632 eV

ORCA input file:
```
! RIJCOSX wB97M-V def2-TZVPD def2/J DEFGRID3
* xyz 0 1
C 0.698 -0.920 0.479
C -0.157 -0.052 -0.052
C -1.603 -0.377 -0.235
O -2.012 -1.506 -0.374
O 0.119 1.255 -0.351
O 1.487 1.505 -0.021
H 0.381 -1.943 0.623
H 1.678 -0.601 0.799
H -2.293 0.487 -0.162
H 1.702 2.154 -0.706
*
```